# 1
Computed, not measured: one molecule with the formula C15H16FN3OS in a non-equilibrium geometry, with ωB97M-V with the def2-TZVPD basis set.

Cartesian coordinates (Å):
C  -1.7481  1.5993  0.1588
C  -1.6871  -0.0071  -0.1089
C  -2.1710  -0.2604  -1.4153
C  -2.0961  -1.7376  -1.5446
C  -2.3408  -2.5041  -2.7931
N  -1.6971  -2.6817  -0.6697
C  -1.2970  -2.0229  0.6185
S  -0.8696  -3.1120  1.7541
C  0.0928  -1.8542  3.1324
C  1.6121  -1.7866  2.5444
C  1.5781  -0.9567  1.2730
O  1.6095  -1.7323  0.1567
N  1.5514  0.3548  1.3030
C  1.7021  1.0815  0.3479
C  1.5862  0.9015  -0.9882
C  1.6754  1.7610  -2.1429
C  1.5982  3.2949  -1.6169
F  1.4425  4.0250  -2.8411
C  1.6504  3.5570  -0.2928
C  1.5697  2.7042  0.6924
N  -1.2175  -0.7981  0.9605
H  -1.1539  2.1611  -0.7344
H  -1.1636  1.8200  1.2585
H  -2.6016  1.8223  -0.0129
H  -2.2040  0.1678  -2.2562
H  -3.4353  -2.1571  -3.1146
H  -2.3724  -3.4994  -2.4197
H  -1.5297  -2.2828  -3.5403
H  -0.0118  -2.2908  4.0935
H  -0.5230  -0.9088  2.8603
H  2.0794  -2.7534  2.6319
H  2.1497  -1.1818  3.2797
H  1.4487  0.7056  2.2517
H  1.5622  -0.1096  -1.3247
H  1.7049  1.4427  -2.9942
H  1.5977  4.4939  -0.1256
H  1.9084  2.7447  1.6186

Atoms 1-3, force components in eV/Å:
C 14.2 -3.8 2.2
C -0.1 5.3 -0.6
C 2.4 -9.1 9.3

DFT total energy = -35873.6679 eV
ΔE to the lowest compared entry with this formula, charge and spin = 1017.3 kJ/mol
LUMO level = -0.26 eV
SMILES string = Cc1cc(C)nc(SCCC(=O)Nc2ccc(F)cc2)n1
2S+1 = 1
orbital gap = 7.71 eV

# 2
Computed, not measured: a 2-piece molecular cluster, C6H11FSi overall in a non-equilibrium geometry, with ωB97M-V with the def2-TZVPD basis set.

Cartesian coordinates (Å):
C  2.6661  2.0705  2.8119
C  1.7486  2.1579  2.0252
C  -0.3920  -1.0088  2.2686
C  -0.9675  0.5969  -2.1489
C  -0.8604  0.4488  2.0850
C  0.1567  0.0684  -2.8501
F  -0.3979  2.9109  0.5856
Si  0.3352  1.5669  1.0228
H  3.7163  2.0350  3.1103
H  -1.1222  -1.4754  2.9077
H  -0.3303  -1.6245  1.4730
H  0.6142  -1.1159  2.6610
H  -1.0089  1.7341  -2.2640
H  -1.8744  0.1892  -2.5037
H  -0.9427  0.2979  -1.0912
H  -1.0309  1.0401  3.0803
H  -1.8175  0.2770  1.5714
H  1.1022  0.5071  -2.5341
H  0.1206  -0.9850  -3.1649

Atoms 1-3, force components in eV/Å:
C 1.6 0.2 -0.7
C -0.5 -0.7 0.5
C 0.4 2.0 3.1

DFT total energy = -16991.3273 eV
ΔE to the lowest compared entry with this formula, charge and spin = 386.5 kJ/mol
LUMO level (spin up / spin down) = 0.43 / -1.08 eV
2S+1 = 1
orbital gap (spin up / spin down) = 8.28 / 7.12 eV

# 3
Computed, not measured: an isolated ion of composition C7H8N3O and charge +1 in a non-equilibrium geometry, with ωB97M-V with the def2-TZVPD basis set.

Cartesian coordinates (Å):
C  0.4465  -1.7772  2.5416
C  0.6117  -0.3930  1.8691
O  1.2431  0.5254  2.3319
C  -0.0286  -0.3184  0.5329
C  -0.9180  -1.1846  -0.0502
N  -1.2081  -0.7747  -1.2840
N  -0.5743  0.3646  -1.4890
C  -0.4117  1.3258  -2.4462
C  0.4158  2.2372  -1.8672
N  0.7658  1.9136  -0.5992
C  0.1750  0.7036  -0.3849
H  1.3788  -2.0987  2.7665
H  -0.0368  -2.5046  1.8630
H  -0.0457  -1.5310  3.5789
H  -1.4760  -2.1194  0.3781
H  -2.0873  -1.1028  -1.8631
H  -0.7229  1.3268  -3.3858
H  0.9203  3.0544  -2.4600
H  1.5524  2.3528  -0.0324

Atoms 1-3, force components in eV/Å:
C -3.1 2.7 0.8
C -0.2 -1.6 0.2
O -0.2 -0.1 -0.4

DFT total energy = -13898.1226 eV
net charge = +1
ΔE to the lowest compared entry with this formula, charge and spin = 193.2 kJ/mol
LUMO level = -3.34 eV
SMILES string = CC(=O)c1c[nH][n+]2cc[nH]c12
2S+1 = 1
orbital gap = 9.95 eV

# 4
Computed, not measured: one molecule with the formula C8H5NO2 in a non-equilibrium geometry, with ωB97M-V with the def2-TZVPD basis set.

Cartesian coordinates (Å):
O  3.6220  -0.6294  0.0672
C  2.4897  -0.4103  -0.0809
N  1.4202  -1.3719  -0.1176
C  0.2079  -0.6716  0.0422
C  -1.0708  -1.2859  0.0595
C  -2.1343  -0.4820  -0.0474
C  -1.9860  0.9133  0.0353
C  -0.7642  1.5364  -0.0861
C  0.4070  0.7407  -0.0281
C  1.8079  0.9945  -0.0186
O  2.4865  1.9753  0.0296
H  1.6213  -2.3232  -0.0545
H  -1.1961  -2.3453  0.1662
H  -3.2438  -0.7599  -0.0456
H  -2.9319  1.4840  0.1534
H  -0.7356  2.6351  -0.0745

Atoms 1-3, force components in eV/Å:
O 2.8 -0.7 -0.1
C -3.5 -0.6 0.6
N 0.7 3.5 0.1

DFT total energy = -13961.5867 eV
ΔE to the lowest compared entry with this formula, charge and spin = 22.9 kJ/mol
LUMO level = -0.81 eV
SMILES string = O=C1Nc2ccccc2C1=O
2S+1 = 1
orbital gap = 8.08 eV

Q: The highest ΔE to the lowest compared entry with this formula, charge and spin belongs to which entry?
A: C15H16FN3OS

Q: Which value of DFT total energy does entry 4 give?
A: -13961.5867 eV